Entry 1:
C37H27Cl3F6N4O11S4Sc | ωB97M-V/def2-TZVPD

```
! wB97M-V def2-TZVPD RIJCOSX def2/J DEFGRID3
* xyz -1 1
Sc 1.935 -0.275 0.412
Cl -4.379 4.837 -4.620
C -4.291 4.149 -3.030
C -3.063 3.937 -2.437
C -3.022 3.371 -1.172
C -4.176 3.006 -0.485
C -4.142 2.284 0.844
C -3.081 2.733 1.855
N -1.693 2.431 1.576
C -0.704 3.344 1.281
C 0.432 2.625 1.075
N 0.161 1.288 1.233
C -1.106 1.211 1.556
O -4.141 0.869 0.676
C -3.359 0.328 -0.392
C -4.130 0.277 -1.679
C -3.587 0.580 -2.895
Cl -1.969 1.037 -3.201
S -4.735 0.455 -4.167
C -5.963 -0.022 -3.071
C -5.505 -0.081 -1.793
C -5.397 3.251 -1.123
Cl -6.910 2.848 -0.356
C -5.470 3.815 -2.383
H -2.149 4.177 -2.963
H -2.052 3.159 -0.742
H -5.079 2.495 1.362
H -3.356 2.267 2.803
H -3.152 3.815 1.975
H -0.901 4.402 1.248
H 1.416 2.980 0.830
H -1.664 0.308 1.755
H -3.084 -0.673 -0.051
H -2.433 0.881 -0.558
H -6.959 -0.228 -3.429
H -6.117 -0.343 -0.943
H -6.428 3.981 -2.854
O 1.099 1.833 -3.245
C 1.656 1.563 -2.180
O 1.331 0.599 -1.418
C 2.761 2.516 -1.737
C 3.423 2.442 -0.518
C 4.343 3.421 -0.147
C 4.652 4.461 -1.003
C 3.999 4.502 -2.226
C 3.062 3.563 -2.607
N 4.309 5.613 -3.145
O 5.133 6.439 -2.786
O 3.728 5.657 -4.212
H 3.204 1.668 0.234
H 4.824 3.346 0.820
H 5.369 5.229 -0.753
H 2.555 3.631 -3.557
O 2.994 0.363 1.570
O 0.987 -2.035 1.390
S -0.370 -2.274 1.987
C -0.084 -2.448 3.738
C 1.130 -2.961 4.173
C 1.347 -3.068 5.536
C 0.364 -2.669 6.435
C -0.839 -2.148 5.982
C -1.066 -2.024 4.617
C -0.711 -3.984 1.567
C -1.886 -4.579 2.004
C -2.136 -5.894 1.647
C -1.224 -6.585 0.857
C -0.062 -5.968 0.420
C 0.206 -4.650 0.772
H 1.888 -3.237 3.451
H 2.290 -3.455 5.899
H 0.545 -2.752 7.499
H -1.592 -1.821 6.687
H -1.989 -1.597 4.242
H -2.589 -4.028 2.617
H -3.044 -6.379 1.982
H -1.426 -7.611 0.578
H 0.645 -6.502 -0.202
H 1.103 -4.147 0.439
F 6.233 -0.967 -0.074
C 5.888 -0.577 -1.293
F 6.837 -0.949 -2.155
F 5.798 0.753 -1.313
S 4.242 -1.301 -1.799
O 3.591 -1.675 -0.549
O 3.594 -0.293 -2.575
N 4.549 -2.544 -2.702
S 5.076 -3.912 -2.123
O 5.998 -3.773 -1.031
O 5.375 -4.787 -3.215
C 3.574 -4.714 -1.330
F 3.580 -6.031 -1.576
F 3.563 -4.557 -0.004
F 2.424 -4.224 -1.809
*
```

Summary:
- energy relative to the best compared isomer or geometry (same formula, charge and spin) (kcal/mol) = 26.5
- E_HOMO (eV) = -6.06
- HOMO-LUMO gap (eV) = 7.52

=====

Entry 2:
C37H27Cl3F6N4O11S4Sc | ωB97M-V/def2-TZVPD

```
! wB97M-V def2-TZVPD RIJCOSX def2/J DEFGRID3
* xyz -1 1
Sc 0.105 0.016 0.068
Cl 2.398 -9.651 -1.520
C 2.834 -8.205 -0.663
C 1.854 -7.310 -0.280
C 2.222 -6.157 0.393
C 3.548 -5.878 0.708
C 3.956 -4.611 1.426
C 3.024 -4.112 2.528
N 1.833 -3.402 2.082
C 0.510 -3.798 2.196
C -0.226 -2.780 1.678
N 0.615 -1.757 1.294
C 1.829 -2.149 1.588
O 4.409 -3.543 0.596
C 3.722 -3.315 -0.643
C 4.438 -3.995 -1.777
C 3.869 -4.668 -2.813
Cl 2.195 -4.917 -3.116
S 5.020 -5.320 -3.912
C 6.308 -4.666 -2.988
C 5.860 -3.994 -1.901
C 4.507 -6.804 0.299
Cl 6.196 -6.546 0.620
C 4.166 -7.960 -0.380
H 0.817 -7.497 -0.519
H 1.442 -5.451 0.644
H 4.847 -4.885 1.998
H 3.581 -3.416 3.155
H 2.720 -4.946 3.160
H 0.227 -4.745 2.621
H -1.295 -2.702 1.573
H 2.715 -1.547 1.457
H 3.738 -2.235 -0.803
H 2.672 -3.604 -0.597
H 7.329 -4.815 -3.298
H 6.514 -3.514 -1.188
H 4.930 -8.657 -0.689
O -2.414 1.429 3.185
C -1.379 1.289 2.554
O -1.309 0.548 1.460
C -0.108 2.017 3.072
C 1.117 1.898 2.405
C 2.239 2.561 2.887
C 2.148 3.341 4.027
C 0.921 3.443 4.674
C -0.214 2.794 4.216
N 0.831 4.266 5.880
O 1.840 4.829 6.271
O -0.242 4.355 6.445
H 1.147 1.189 1.393
H 3.183 2.463 2.362
H 3.011 3.863 4.415
H -1.160 2.885 4.730
O 1.751 0.740 0.324
O -0.254 -1.319 -1.608
S -1.070 -0.873 -2.875
C -1.824 -2.470 -3.237
C -3.092 -2.489 -3.790
C -3.699 -3.704 -4.089
C -3.031 -4.888 -3.829
C -1.756 -4.859 -3.269
C -1.151 -3.652 -2.972
C 0.202 -1.107 -4.273
C -0.096 -0.597 -5.513
C 0.807 -0.745 -6.567
C 1.993 -1.418 -6.374
C 2.275 -1.950 -5.114
C 1.387 -1.795 -4.074
H -3.613 -1.559 -3.991
H -4.690 -3.721 -4.522
H -3.499 -5.837 -4.058
H -1.233 -5.785 -3.064
H -0.163 -3.631 -2.534
H -1.030 -0.073 -5.678
H 0.564 -0.330 -7.537
H 2.697 -1.538 -7.188
H 3.202 -2.484 -4.944
H 1.622 -2.203 -3.100
F 1.424 3.253 -4.081
C 1.491 2.839 -2.826
F 2.681 2.288 -2.635
F 1.357 3.852 -1.999
S 0.177 1.526 -2.515
O -0.354 1.721 -1.169
O 0.881 0.247 -2.676
N -0.844 1.794 -3.659
S -1.846 3.045 -3.641
O -2.541 3.076 -4.885
O -1.261 4.257 -3.166
C -3.170 2.615 -2.381
F -2.981 3.250 -1.246
F -4.352 2.977 -2.873
F -3.217 1.301 -2.151
*
```

Summary:
- energy relative to the best compared isomer or geometry (same formula, charge and spin) (kcal/mol) = 91.6
- E_HOMO (eV) = -4.58
- HOMO-LUMO gap (eV) = 6.10

=====

Entry 3:
C37H28ClO2P2Pd | ωB97M-V/def2-TZVPD

```
! wB97M-V def2-TZVPD RIJCOSX def2/J DEFGRID3
* xyz 3 1
Pd -0.642 -0.981 0.367
O -0.749 -1.390 -1.590
C -0.540 -2.666 -1.293
O -1.105 -3.205 -0.344
C 0.718 -3.181 -1.899
C 0.882 -4.303 -2.682
C 2.175 -4.694 -3.023
C 3.278 -4.011 -2.535
C 3.117 -2.908 -1.707
C 1.826 -2.471 -1.413
P 1.687 -1.007 -0.358
C 2.576 -1.345 1.139
C 2.227 -2.543 1.786
C 2.920 -2.948 2.908
C 3.983 -2.179 3.377
C 4.357 -1.012 2.720
C 3.658 -0.585 1.605
C 2.072 0.506 -1.187
C 2.423 1.654 -0.459
C 2.888 2.767 -1.131
C 2.972 2.755 -2.523
C 2.574 1.638 -3.247
C 2.131 0.506 -2.585
H 0.025 -4.865 -3.026
H 2.316 -5.556 -3.662
H 4.275 -4.350 -2.781
H 3.986 -2.406 -1.299
H 1.433 -3.170 1.389
H 2.656 -3.871 3.405
H 4.539 -2.507 4.246
H 5.211 -0.445 3.066
H 3.989 0.296 1.076
H 2.343 1.670 0.621
H 3.193 3.645 -0.577
H 3.353 3.624 -3.043
H 2.637 1.639 -4.327
H 1.856 -0.380 -3.144
Cl -0.494 -0.731 2.748
C -0.916 0.963 3.025
C -0.689 1.487 4.277
C -1.020 2.823 4.495
C -1.552 3.602 3.478
C -1.779 3.055 2.226
C -1.474 1.711 1.987
P -1.916 0.962 0.435
C -1.980 2.097 -0.910
C -0.878 2.921 -1.173
C -0.961 3.868 -2.173
C -2.141 4.009 -2.901
C -3.243 3.207 -2.629
C -3.173 2.247 -1.636
C -3.255 -0.189 0.532
C -3.949 -0.383 1.741
C -5.017 -1.254 1.777
C -5.386 -1.950 0.626
C -4.688 -1.780 -0.570
C -3.619 -0.915 -0.624
H -0.262 0.884 5.067
H -0.849 3.253 5.473
H -1.795 4.639 3.661
H -2.206 3.661 1.437
H 0.027 2.827 -0.587
H -0.118 4.511 -2.381
H -2.206 4.764 -3.673
H -4.161 3.338 -3.184
H -4.042 1.646 -1.409
H -3.679 0.175 2.629
H -5.574 -1.389 2.693
H -6.221 -2.637 0.665
H -4.979 -2.335 -1.451
H -3.045 -0.810 -1.538
*
```

Summary:
- energy relative to the best compared isomer or geometry (same formula, charge and spin) (kcal/mol) = 0.1
- E_HOMO (eV) = -17.15
- HOMO-LUMO gap (eV) = 5.85

=====

Entry 4:
C37H28N4PS2W | ωB97M-V/def2-TZVPD

```
! wB97M-V def2-TZVPD RIJCOSX def2/J DEFGRID3
* xyz 3 1
W 0.609 0.498 -0.881
C -0.374 2.142 5.504
C 0.047 3.043 4.536
C 0.453 2.574 3.296
C 0.428 1.204 3.026
C 0.012 0.297 4.005
C -0.387 0.776 5.242
P 1.125 0.646 1.485
C 0.181 -0.874 1.030
C -1.202 -0.952 1.337
C -1.853 -2.160 1.305
C -1.140 -3.322 0.970
C 0.209 -3.274 0.659
C 0.877 -2.058 0.704
C 2.817 0.186 1.605
C 3.490 -0.107 2.769
C 4.858 -0.421 2.717
C 5.513 -0.380 1.515
C 4.839 -0.032 0.317
C 5.557 0.157 -0.889
C 4.924 0.638 -1.999
C 3.537 0.860 -1.976
C 2.725 0.602 -0.868
C 3.453 0.228 0.344
H -0.687 2.505 6.474
H 0.067 4.103 4.748
H 0.803 3.281 2.552
H 0.012 -0.770 3.819
H -0.706 0.084 6.009
H -1.739 -0.056 1.631
H -2.901 -2.230 1.563
H -1.653 -4.275 0.973
H 0.751 -4.179 0.420
H 1.946 -2.022 0.521
H 2.979 -0.084 3.724
H 5.393 -0.662 3.625
H 6.577 -0.578 1.472
H 6.622 -0.036 -0.903
H 5.486 0.846 -2.899
H 3.116 1.261 -2.883
N -3.421 -0.559 -1.719
C -3.564 -1.984 -1.790
C -4.789 -2.553 -1.498
C -4.918 -3.936 -1.538
C -3.822 -4.730 -1.840
C -2.587 -4.150 -2.103
C -2.463 -2.768 -2.094
S -0.947 -2.009 -2.563
N -1.089 -0.497 -1.748
C -2.254 0.061 -1.553
C -2.214 1.484 -1.093
C -3.311 2.316 -1.026
C -3.125 3.651 -0.676
C -1.851 4.104 -0.386
C -0.796 3.211 -0.430
N -0.969 1.929 -0.795
H -4.271 -0.044 -1.552
H -5.643 -1.932 -1.255
H -5.878 -4.388 -1.334
H -3.926 -5.806 -1.882
H -1.735 -4.773 -2.347
H -4.304 1.962 -1.263
H -3.973 4.322 -0.633
H -1.663 5.133 -0.110
H 0.215 3.504 -0.172
S 1.204 0.573 -5.442
C 0.591 2.095 -4.984
C 0.463 2.169 -3.639
N 0.856 1.021 -2.977
C 1.273 0.103 -3.835
H 0.367 2.859 -5.711
H 0.113 3.025 -3.084
H 1.667 -0.855 -3.528
*
```

Summary:
- energy relative to the best compared isomer or geometry (same formula, charge and spin) (kcal/mol) = 4.2
- E_HOMO (eV) = -15.85
- HOMO-LUMO gap (eV) = 5.75

=====

Entry 5:
C37H29Cl5N2PS2Tc | ωB97M-V/def2-TZVPD

```
! wB97M-V def2-TZVPD RIJCOSX def2/J DEFGRID3
* xyz 1 2
Tc 1.006 0.675 0.128
N 1.629 -1.306 -0.729
C 1.635 -1.254 -2.179
C 2.215 -2.207 -2.960
C 2.119 -2.131 -4.369
C 1.412 -1.123 -4.958
C 0.792 -0.129 -4.162
C -0.017 0.904 -4.693
C -0.614 1.794 -3.849
C -0.360 1.701 -2.469
N 0.398 0.766 -1.937
C 0.943 -0.179 -2.769
H 2.563 -1.538 -0.382
H 1.013 -2.069 -0.442
H 2.739 -3.035 -2.498
H 2.595 -2.889 -4.974
H 1.313 -1.071 -6.033
H -0.160 0.970 -5.764
H -1.246 2.589 -4.214
H -0.779 2.431 -1.788
Cl 4.047 -0.884 1.062
C 4.190 0.493 -0.025
C 3.063 1.232 -0.412
C 3.365 2.342 -1.207
Cl 2.107 3.444 -1.703
C 4.655 2.678 -1.626
Cl 4.944 4.061 -2.608
C 5.730 1.886 -1.242
Cl 7.322 2.268 -1.753
C 5.496 0.785 -0.425
Cl 6.827 -0.179 0.076
C -0.329 4.179 2.986
C 0.269 2.941 2.375
S 0.125 2.722 0.721
C 0.941 1.983 3.133
C 1.123 2.122 4.621
S 1.582 0.616 2.398
H -0.845 4.772 2.235
H 0.443 4.800 3.442
H -1.044 3.920 3.770
H 0.803 3.094 4.983
H 2.169 1.983 4.893
H 0.548 1.356 5.144
C -4.745 2.250 1.166
C -3.736 2.172 2.119
C -2.687 1.287 1.946
C -2.637 0.459 0.823
C -3.659 0.526 -0.115
C -4.707 1.424 0.055
P -1.171 -0.603 0.627
C -1.117 -1.590 2.154
C 0.071 -2.230 2.502
C 0.120 -3.086 3.589
C -1.022 -3.301 4.351
C -2.207 -2.661 4.017
C -2.258 -1.813 2.919
C -1.605 -1.870 -0.631
C -1.933 -1.492 -1.938
C -2.212 -2.440 -2.908
C -2.158 -3.791 -2.595
C -1.843 -4.183 -1.305
C -1.574 -3.233 -0.327
H -5.564 2.943 1.299
H -3.769 2.801 2.999
H -1.904 1.231 2.694
H -3.669 -0.133 -0.973
H -5.500 1.465 -0.679
H 0.976 -2.053 1.931
H 1.048 -3.576 3.847
H -0.985 -3.961 5.206
H -3.098 -2.824 4.608
H -3.193 -1.334 2.660
H -2.000 -0.446 -2.203
H -2.473 -2.122 -3.909
H -2.372 -4.534 -3.352
H -1.809 -5.233 -1.049
H -1.340 -3.565 0.674
*
```

Summary:
- E_HOMO (alpha / beta) (eV) = -10.83 / -10.37
- HOMO-LUMO gap (alpha / beta) (eV) = 6.81 / 6.64

=====

Entry 6:
C37H29EuN6O5S | ωB97M-V/def2-TZVPD

```
! wB97M-V def2-TZVPD RIJCOSX def2/J DEFGRID3
* xyz -2 7
Eu 0.000 0.000 0.000
C -3.800 -0.803 3.024
O -3.337 -2.104 3.357
C -2.034 -2.415 3.004
C -1.622 -3.599 3.661
C -0.345 -4.118 3.496
C 0.535 -3.455 2.661
C 0.114 -2.295 1.987
C 1.120 -1.685 1.094
N 0.973 -1.708 -0.188
N 2.102 -1.162 -0.851
C 2.027 0.058 -1.330
O 1.185 0.988 -1.323
C 3.248 0.525 -2.135
C 4.161 -0.450 -2.577
C 5.290 -0.104 -3.328
C 5.530 1.229 -3.653
C 4.645 2.215 -3.223
C 3.518 1.866 -2.469
C -1.175 -1.710 2.109
O -1.469 -0.654 1.446
H -4.760 -0.667 3.533
H -4.003 -0.711 1.954
H -3.136 -0.020 3.406
H -2.328 -4.106 4.311
H -0.049 -5.028 4.002
H 1.535 -3.839 2.491
H 2.022 -1.270 1.574
H 3.973 -1.494 -2.340
H 5.967 -0.884 -3.659
H 6.400 1.498 -4.241
H 4.815 3.257 -3.470
H 2.831 2.642 -2.140
O -6.196 3.733 0.209
C -6.203 2.312 0.216
C -4.800 1.778 0.122
C -4.543 0.593 -0.563
C -3.246 0.121 -0.588
N -2.212 0.736 0.019
C -2.432 1.896 0.708
C -3.730 2.418 0.770
C -1.250 2.559 1.377
C -1.364 3.748 2.110
C -0.241 4.327 2.727
C -0.350 5.622 3.482
O -1.565 5.666 4.218
C 0.994 3.704 2.570
C 1.048 2.537 1.835
N -0.025 1.968 1.250
H -7.125 4.016 0.221
H -6.802 1.975 -0.636
H -6.669 1.964 1.144
H -5.329 0.044 -1.070
H -2.991 -0.795 -1.113
H -3.944 3.333 1.312
H -2.318 4.249 2.229
H -0.329 6.462 2.781
H 0.477 5.727 4.193
H -1.555 6.494 4.725
H 1.898 4.110 3.010
H 1.985 2.008 1.687
N -0.215 -2.381 -10.166
C -0.177 -2.165 -9.029
C -0.131 -1.891 -7.617
C 0.176 -2.913 -6.707
C 0.218 -2.640 -5.334
C -0.049 -1.344 -4.871
C -0.355 -0.326 -5.782
C -0.396 -0.598 -7.151
C -0.015 -1.041 -3.466
C 0.000 -0.734 -2.302
H 0.383 -3.917 -7.058
H 0.455 -3.436 -4.638
H -0.563 0.679 -5.431
H -0.635 0.200 -7.844
S -2.819 -4.420 -0.002
C -1.873 -2.936 -0.001
N -1.249 -1.958 0.000
H 0.000 1.777 -1.133
*
```

Summary:
- E_HOMO (alpha / beta) (eV) = 0.19 / -1.53
- HOMO-LUMO gap (alpha / beta) (eV) = 3.72 / 5.38

=====

| no. | F_max (Eh/bohr) | total energy (hartree) |
| --- | --- | --- |
| 1 | 0.0217 | -6806.1970 |
| 2 | 0.0930 | -6806.0934 |
| 3 | 0.0121 | -2847.0234 |
| 4 | 0.0270 | -2849.6790 |
| 5 | 0.0136 | -5056.2444 |
| 6 | 0.1774 | -3240.0737 |